Entry 1:
The following is a quantum chemistry calculation of a cluster of 2 separate species, CH5N3O3 in total at a distorted geometry, from the Open Molecules 2025 dataset.

Last column: Mulliken charge in e.
Geometry (Å):
N  -1.531  1.175  -0.316  -0.4698
N  -1.613  -0.136  -0.045  1.1093
O  -0.636  -0.841  0.006  -0.5818
O  -2.721  -0.538  0.092  -0.6600
H  -0.495  1.478  -0.252  0.3656
H  -2.418  1.548  0.052  0.2669
N  1.908  -0.971  -0.307  -0.3671
C  1.258  -0.031  0.483  0.3224
O  1.119  1.111  0.054  -0.7298
H  2.263  -1.850  -0.069  0.1923
H  1.979  -0.565  -1.178  0.2034
H  0.888  -0.380  1.480  0.3485

net charge: 0
SMILES: N[N+](=O)[O-].NC=O
Kohn-Sham gap: 11.160 eV
energy relative to the best compared isomer or geometry (same formula, charge and spin): 37.5 kcal/mol
2S+1: 1

***

Entry 2:
The following is a quantum chemistry calculation of a structure of composition CH5N3S at a distorted geometry, from the Open Molecules 2025 dataset.

Last column: Mulliken charge in e.
Geometry (Å):
C  -0.659  0.029  0.137  0.4189
H  1.461  -1.766  -0.531  0.2899
H  2.046  -0.983  1.212  0.2909
H  1.040  1.140  -0.224  0.2487
H  -1.327  1.860  -0.883  0.3219
H  -2.437  0.723  0.090  0.3252
N  1.939  -0.648  -0.028  -0.7225
N  0.683  0.208  0.021  -0.1493
N  -1.468  1.043  0.192  -0.5989
S  -1.278  -1.606  0.013  -0.4249

net charge: 0
Kohn-Sham gap: 8.018 eV
energy relative to the best compared isomer or geometry (same formula, charge and spin): 96.6 kcal/mol
2S+1: 1